Entry from the Open Molecules 2025 dataset: an isolated molecule of C5H11N3O2 in a non-equilibrium geometry (the ωB97M-V functional and the def2-TZVPD basis).

Calculated values
Charge: 0
Gap between HOMO and LUMO: 8.07 eV
F_max: 3.48 eV Å⁻¹
Total energy: -511.785090 a.u.
SMILES: [H]/N=C/CCNC(N)=C(O)O
2S+1: 1
Energy above the lowest of the compared OMol25 structures with the same formula, charge and spin: 76.00 kcal/mol
E_LUMO: 0.676 eV

The geometry in XYZ format:
```
21
Properties=species:S:1:pos:R:3:forces:R:3:nbo_charge:R:1
C -2.189175 -0.303003 -0.357698 -0.4666 -1.0237 -1.3756 0.423
C 2.139944 -0.021376 -0.225544 2.4797 0.5820 -0.7454 -0.500
C 1.176001 1.091914 -0.661794 1.1723 1.1097 -0.6409 -0.231
C 1.727226 -0.931019 0.833699 -1.4566 1.5022 2.7867 0.162
C -1.178489 0.485003 -0.071594 0.0864 1.3329 1.1158 0.186
N 2.097341 -2.116924 1.022159 0.5653 -0.0744 -0.7409 -0.619
N -1.129983 1.328487 1.044194 1.3431 -0.0563 0.6729 -0.819
N -0.171783 0.709347 -0.974261 0.8683 0.2494 -0.1716 -0.628
O -2.130023 -1.010103 -1.570161 -1.1189 0.6480 0.5346 -0.716
O -3.336237 -0.488821 0.339340 -0.2844 0.1217 0.2319 -0.690
H 2.395179 -0.739830 -1.011737 0.1632 0.6304 -0.6659 0.226
H 3.152952 0.525572 0.074874 -1.9106 -1.2565 -0.4225 0.234
H 1.146188 1.975623 0.006605 -0.0875 -0.8933 0.4129 0.221
H 1.749290 1.601235 -1.509125 -1.3439 -0.8764 0.3757 0.217
H 1.065533 -0.338484 1.547085 0.4520 -1.0711 -0.0603 0.106
H 1.798942 -2.521596 1.899318 -0.4149 0.0947 0.0909 0.349
H -4.082650 -0.412316 -0.276914 0.2400 -0.0131 0.1977 0.485
H -2.010705 1.371879 1.468343 -1.6057 0.1560 0.6853 0.377
H -0.514373 0.929707 1.755937 -0.0477 0.3077 -0.1516 0.354
H -0.413761 0.298148 -1.823265 0.3738 -0.4173 -1.7787 0.388
H -1.291427 -1.433441 -1.509458 0.9929 -1.0525 -0.3511 0.476
```
Forces are in eV/Å.